The following is a DFT calculation (ωB97M-V/def2-TZVPD) of the ion C27H49N2OS with charge +1 in a non-equilibrium geometry.

The geometry in XYZ format:
```
80
Properties=species:S:1:pos:R:3:forces:R:3:mulliken_charge:R:1
S -2.333900 0.464910 -2.069456 0.0 0.4 1.1 -0.0130
O -4.242720 -2.765160 -0.337444 0.9 1.5 0.3 -0.3745
N -7.272372 2.678683 -0.192677 3.4 -3.4 1.5 -0.4902
N -2.733438 -0.406373 0.592987 0.1 -0.6 1.0 0.0797
C 1.485693 -3.427317 -1.023652 0.1 -1.0 0.3 -0.2775
C -5.868322 2.837516 -0.364016 0.5 -1.7 0.8 -0.3072
C 4.965271 -0.203505 -1.593225 -0.8 0.7 -0.2 -1.0302
C -3.741328 -1.814488 -1.301779 -0.5 0.5 -0.8 -1.0120
C -5.182923 0.494172 0.690850 -2.1 2.7 -1.5 0.6236
C -1.123874 -3.221067 -0.340771 1.1 0.1 1.0 -0.2552
C 2.409709 2.937884 -2.072542 -0.3 -1.4 -0.6 -0.7705
C 4.091983 -2.717081 -1.104761 0.8 0.3 0.7 -0.8840
C -1.081699 -1.682342 -0.797386 -0.5 -1.0 -1.1 -0.5559
C -4.114405 -0.644804 1.135113 -3.0 1.0 1.5 -0.1072
C 2.620244 0.904723 3.237845 -0.3 0.3 -0.7 -0.7332
C 1.712559 3.338691 1.253312 -0.4 0.4 0.2 -0.0218
C -6.729611 0.307857 0.907520 2.4 3.0 -1.6 -0.5862
C -4.659055 -2.143886 0.905929 0.2 -0.5 0.7 -0.4823
C 1.243538 2.301225 -1.137336 -0.3 0.8 0.2 0.4884
C 0.377393 -3.606219 0.120986 -0.5 -0.2 -0.2 -0.8558
C 3.723166 -1.228746 -1.573103 0.5 -0.4 -0.4 0.2241
C 3.303210 1.676071 -2.597001 0.0 0.9 0.6 -0.5416
C 0.702303 3.323567 -0.009530 0.8 -0.5 -0.8 -0.4215
C -2.501185 -0.929556 -0.803058 1.4 -0.4 -1.6 0.3387
C -7.648078 1.459541 0.440770 1.8 -0.8 0.2 -0.2307
C 2.925860 -3.475360 -0.313853 -0.1 -0.5 -0.5 -0.6480
C -4.743685 1.855373 0.037574 -4.0 -1.5 1.0 -0.2002
C 4.325328 1.282547 -1.425721 0.2 -0.9 -0.4 0.3933
C 3.170765 -0.203446 2.206128 0.3 0.2 0.3 -0.0965
C 0.977736 2.924687 2.629447 0.5 -0.1 -0.3 -1.0519
C 1.076585 1.333498 2.943103 -0.1 1.0 0.9 0.3495
H -2.441069 0.589075 0.718242 -0.5 -0.8 -0.3 0.3162
H 1.925366 3.400653 -3.015371 0.7 -0.4 1.7 0.3366
H -5.803526 -2.229272 0.959962 1.7 0.7 0.0 0.3291
H 1.401237 -4.347411 -1.718606 0.1 1.5 0.9 0.3182
H 3.303379 -1.252772 -2.638607 0.4 0.0 1.5 0.3964
H -1.809376 -3.354201 0.579904 0.9 0.1 -1.5 0.0848
H -1.566371 1.401486 -1.351347 -0.6 -1.2 -0.5 -0.0151
H 2.540150 0.863327 -2.858684 1.2 0.9 0.5 0.1279
H 3.034542 3.713932 -1.511760 -0.8 -1.1 -0.8 0.3403
H 3.874901 1.922470 -3.557496 -0.8 -0.3 1.4 0.4152
H 0.610295 -2.960485 1.045542 -0.1 -0.9 -1.4 0.2534
H 1.581504 1.354877 -0.587428 -0.2 1.2 -0.9 -0.3791
H 2.127612 4.398484 1.370959 -0.6 -1.5 -0.1 0.3522
H 3.510084 -1.125417 2.799336 -0.5 1.3 -1.1 0.4443
H -2.085636 -0.945382 1.214175 -0.5 0.4 -0.5 0.5588
H 0.421940 1.169795 3.877222 1.0 0.0 -1.3 0.3613
H 1.497735 3.495135 3.473171 -0.7 -0.9 -1.0 0.3304
H 0.384194 2.004620 -1.829616 1.1 0.3 0.8 0.1280
H -0.349495 3.011678 0.312814 1.3 0.4 -0.2 -0.1045
H -1.437688 -3.952531 -1.162835 0.1 1.3 1.1 0.3243
H 0.598679 0.727326 2.099149 0.8 0.7 0.9 -0.5152
H 5.544688 -0.273514 -2.585158 -0.9 0.1 1.5 0.3386
H 0.409313 -4.714792 0.446031 -0.1 1.8 -0.4 0.3951
H 2.366167 -0.511373 1.448227 1.1 0.4 1.1 -0.3566
H -7.121567 -0.639398 1.406506 0.4 1.7 -0.9 0.2659
H 3.226750 -4.583765 -0.233194 -0.4 1.6 0.0 0.4109
H 2.762709 0.539159 4.308657 -0.4 0.5 -1.5 0.3850
H -0.108934 3.302677 2.607472 1.5 -0.7 0.0 0.4016
H 4.068708 0.211133 1.611415 -1.4 -0.8 0.9 0.0287
H -5.524852 3.813540 -0.871312 -0.8 -1.7 0.9 0.3060
H -3.388439 -2.378891 -2.237422 -0.5 0.6 1.6 0.4653
H 2.788607 -3.102465 0.765470 0.5 -0.2 -1.6 0.2677
H -8.775572 1.308064 0.623686 2.0 0.4 -0.4 0.3116
H -3.657814 2.130776 -0.142567 -1.7 -0.3 0.2 0.0824
H -4.602564 -1.119161 -1.644220 1.4 -0.9 0.6 0.4356
H -4.028768 -0.515369 2.282363 0.0 -0.2 -1.8 0.5068
H 1.349120 -2.513492 -1.691713 0.2 -1.0 1.2 0.1610
H 2.909309 -0.807580 -0.890857 1.0 -0.5 -0.8 -0.2638
H 3.757122 1.274623 -0.427867 0.9 0.1 -1.4 -0.6892
H 2.630985 2.654309 1.089694 -1.6 1.0 0.1 -0.0769
H 4.975247 -2.615513 -0.361656 -1.4 -0.2 -1.1 0.3140
H 3.250035 1.860241 3.119626 -0.9 -1.5 0.3 0.2954
H -4.268984 -2.764672 1.802094 -0.4 0.7 -1.7 0.3151
H -0.332988 -1.077243 -0.177879 -0.9 -0.7 -0.7 -0.1921
H 5.722099 -0.380763 -0.754174 -1.2 0.1 -1.0 0.3806
H -0.710713 -1.680343 -1.891318 -0.6 0.2 1.9 0.4794
H 5.168281 2.053475 -1.366643 -1.3 -0.9 -0.1 0.3897
H 0.619553 4.349157 -0.529250 0.1 -1.4 1.1 0.3779
H 4.519294 -3.355801 -1.968988 -1.0 1.0 1.3 0.3105
```
Forces are in eV/Å.

Computed properties:
Charge: +1
Orbital gap in eV: 8.961
Highest occupied orbital energy in eV: -12.210
LUMO in eV: -3.25



The following is a DFT calculation (ωB97M-V/def2-TZVPD) of a structure of composition C27H50BN8O3PrS4 in a non-equilibrium geometry.

The geometry in XYZ format:
```
94
Properties=species:S:1:pos:R:3:forces:R:3:mulliken_spin:R:1
Pr 0.011570 1.150624 0.275676 -0.2 0.3 0.3 2.0249
S 2.190737 -0.017988 -0.987607 0.2 0.2 -0.3 -0.0080
S -0.848967 -1.447595 1.137234 0.5 0.3 0.1 -0.0036
S -1.256236 1.542478 3.498054 -1.1 0.8 -1.5 0.0008
S -1.443999 0.352311 -1.945863 -0.9 0.4 0.1 -0.0080
O 0.019325 1.739982 2.665861 0.0 -0.4 -0.3 0.0018
O -1.798408 3.025323 0.176819 0.1 -0.5 0.1 -0.0008
O 1.308602 3.134898 0.097527 -0.3 -0.3 0.4 -0.0071
N 2.094021 5.124374 -0.430800 0.6 2.0 -0.3 -0.0003
N 3.474919 3.258244 -0.476652 -0.5 -0.8 0.6 -0.0002
N 1.416501 -2.671334 -1.072434 -0.4 0.5 -0.4 -0.0012
N -1.220005 -2.644874 -1.339882 0.7 0.0 -0.9 -0.0011
N -3.024258 -2.430065 -0.196205 -1.3 0.4 0.6 0.0000
N 0.201681 -1.524229 -3.115152 0.2 1.0 0.6 -0.0010
N 0.218480 0.428626 -4.104607 -1.0 1.2 1.3 0.0003
N 3.054622 -2.272147 0.355932 0.3 0.2 -0.4 -0.0002
C 2.209014 -1.688567 -0.557658 0.2 -1.1 0.4 -0.0004
C 5.185395 -0.744634 0.524781 0.1 -1.1 -0.3 -0.0001
C 0.937110 2.259803 -5.527876 -0.7 0.5 0.9 0.0000
C 2.286370 3.847292 -0.246971 0.3 -2.0 -0.4 0.0017
C -0.321710 -0.267408 -3.060823 1.1 -0.8 -1.2 0.0003
C -3.208104 2.857551 -0.171212 1.0 0.3 0.2 0.0011
C 1.743998 -3.872993 -0.495343 1.0 0.2 1.6 -0.0001
C -1.451076 2.222407 -4.845404 1.1 0.2 0.2 0.0000
C 0.110973 0.726796 5.440825 0.2 -1.3 0.7 -0.0003
C 1.134788 -1.551740 -4.133214 0.1 -1.6 0.1 -0.0003
C -4.008665 -2.294305 0.979759 1.3 0.5 -0.4 0.0004
C -0.431990 2.017531 5.985592 -0.7 0.7 1.3 0.0001
C -1.709173 -2.146537 -0.184765 -0.2 -1.2 -0.7 -0.0010
C -4.119549 -0.836401 1.436754 0.4 0.5 -0.8 0.0008
C 0.392285 2.756047 -3.128005 -0.2 0.5 -2.0 0.0009
C 3.339720 -0.753974 2.203587 0.4 -0.9 1.0 0.0001
C 4.142368 -1.647982 1.257242 0.0 0.9 0.0 0.0002
C 0.002263 1.912998 -4.366548 -0.7 -0.8 -0.7 0.0004
C 2.728655 -3.602227 0.432971 0.2 -1.6 -0.1 -0.0004
C -3.472335 -3.185926 2.099545 -1.1 0.0 0.2 0.0003
C 1.139224 -0.355552 -4.724305 1.2 0.0 -1.4 0.0001
C -5.389194 -2.718627 0.538673 -1.1 -1.8 0.5 0.0001
C 4.954490 -2.743095 2.033531 -0.1 0.8 -0.2 0.0000
C -1.191472 2.722457 4.827641 0.5 -0.6 0.8 0.0004
C -3.394843 -2.987305 -1.412270 1.0 -0.2 0.3 -0.0001
C -2.258708 -3.118674 -2.142875 0.2 0.0 0.9 -0.0001
C -0.971964 0.166275 4.555653 -0.5 -0.8 -0.8 -0.0003
B 0.171544 -2.670009 -2.073876 0.0 0.3 0.1 -0.0007
H 1.668602 -2.486020 -4.395776 -0.4 0.9 0.3 0.0000
H -3.631367 -4.213269 1.774270 0.1 -0.2 0.4 0.0000
H -5.109605 -0.664339 1.840239 0.0 0.0 0.5 0.0001
H 3.523717 2.249492 -0.398149 -0.4 0.1 0.2 -0.0001
H -1.428072 3.284297 -5.119393 -0.3 -0.2 -0.1 0.0000
H 5.756738 -2.220733 2.601638 -0.6 -0.2 -0.4 0.0000
H 1.248450 -4.827238 -0.695637 0.2 0.7 -0.1 -0.0001
H -5.520077 -3.828858 0.415516 0.4 0.9 0.1 0.0000
H -2.211253 2.944045 5.039289 -1.0 0.0 0.4 0.0000
H -4.377300 -3.369302 -1.538094 -0.4 0.0 -0.4 -0.0001
H 0.844318 3.678607 -3.575813 -0.2 -0.6 0.8 0.0001
H 4.771254 -0.001707 -0.183768 0.2 -0.5 0.5 -0.0001
H 1.142545 2.131009 -2.683511 0.5 0.2 1.0 -0.0004
H 0.341948 0.008797 6.231544 0.2 0.2 0.0 0.0000
H 0.238938 -3.657586 -2.780866 0.0 0.0 0.7 0.0000
H 5.814893 -0.253074 1.299584 -0.5 -0.3 -0.5 0.0000
H -0.785220 3.663180 4.514376 0.6 0.3 -0.5 0.0000
H 1.975597 2.067946 -5.284926 0.3 0.6 0.2 0.0000
H 1.772554 -0.054129 -5.563237 -0.6 -0.1 0.5 -0.0001
H -3.847584 3.133238 0.660293 0.0 -0.5 0.3 0.0000
H 2.833828 5.791198 -0.608746 -0.1 -0.3 0.0 0.0000
H -2.009003 -3.542667 -3.117073 -0.5 0.2 0.5 0.0000
H 0.976632 0.856760 4.801607 0.4 0.2 0.1 0.0000
H -3.446756 3.531974 -0.961401 -0.1 0.4 -0.8 0.0000
H -3.331333 -0.529299 2.147285 -0.4 -0.1 -0.5 -0.0006
H -5.830948 -2.286348 -0.348434 0.4 0.6 -0.3 0.0000
H 3.272496 -4.286861 1.126561 -0.7 0.8 -1.0 -0.0001
H -1.118542 1.805873 6.850861 0.3 0.1 -1.0 0.0000
H 0.671009 3.324090 -5.687098 0.8 -0.7 -0.6 0.0000
H -1.777413 1.624097 -5.687855 0.3 -0.1 -0.3 0.0000
H -4.100872 -0.216689 0.523348 0.3 0.1 0.4 -0.0001
H 5.828953 -1.471001 -0.002653 0.0 0.7 -0.2 0.0000
H -1.532067 3.937356 0.337187 -0.4 0.0 0.0 0.0008
H 4.028031 -0.190562 2.867994 -0.6 -0.4 -0.2 0.0000
H 2.639282 -1.403159 2.759667 0.3 0.5 0.2 -0.0001
H 2.757172 -0.061133 1.631027 -0.2 0.5 -0.3 0.0018
H -1.962904 -0.031892 5.022646 0.7 0.1 0.0 -0.0001
H -2.430772 -3.027661 2.374337 -0.2 0.1 -0.3 0.0000
H -0.482746 3.029693 -2.538104 0.3 -0.2 0.3 -0.0003
H 0.323025 2.661767 6.439836 0.1 0.0 -0.4 0.0000
H 5.476526 -3.469762 1.383761 -0.5 0.3 0.2 0.0000
H -4.094975 -2.946905 2.981390 0.3 -0.5 -0.2 0.0000
H 4.309544 -3.232146 2.764809 0.1 -0.2 -0.1 0.0000
H 0.723380 1.603837 -6.349065 -0.4 0.2 -0.8 0.0000
H 4.211617 3.612564 -1.020806 0.7 1.1 -0.5 0.0001
H -6.076629 -2.450201 1.344521 0.1 -0.1 0.0 0.0000
H -3.262277 1.833835 -0.536332 -0.5 0.1 0.3 -0.0007
H -2.184528 2.082969 -4.081649 -0.3 -0.1 0.7 0.0002
H 1.191246 5.490375 -0.213589 -0.3 0.1 0.1 0.0001
H -0.738051 -0.676284 3.855082 0.0 0.5 0.8 0.0006
```
Forces are in eV/Å.

Computed properties:
Charge: +2
Orbital gap (alpha / beta) in eV: 8.288 / 8.310
Highest occupied orbital energy (alpha / beta) in eV: -12.748 / -12.760
Multiplicity: 3
LUMO (alpha / beta) in eV: -4.46 / -4.45



The following is a DFT calculation (ωB97M-V/def2-TZVPD) of a cluster of 3 separate species, C27H50N2OSi in total in a non-equilibrium geometry.

The geometry in XYZ format:
```
81
Properties=species:S:1:pos:R:3:forces:R:3:mulliken_charge:R:1
Si 5.053222 -1.967346 0.797320 1.0 -0.5 -0.3 0.2358
O -5.332793 -2.749041 -1.362690 0.2 0.0 0.1 -0.4796
N -3.725398 -0.911325 0.079697 0.2 0.1 -0.1 0.1597
N 3.197617 -1.679865 0.708546 -0.2 0.1 0.1 0.1936
C 2.392193 -2.756790 0.745154 0.1 0.1 0.0 -0.3884
C 5.507530 0.646868 -6.399176 0.0 0.0 0.0 -0.4716
C 1.029139 -2.635201 0.637978 -0.3 0.1 0.0 -0.7339
C -1.580887 -0.999535 -0.907671 0.3 0.0 0.2 -0.5757
C 7.061272 0.684813 -3.004975 -0.1 0.1 0.0 -1.0630
C 5.356421 -3.111947 2.222075 -0.3 0.0 0.2 -1.1284
C -6.474497 2.545027 1.626175 0.2 -0.1 0.0 -1.2892
C -7.258788 3.530796 5.137832 0.0 0.0 0.0 -0.3666
C -5.827151 -2.173526 -0.167780 0.2 -0.1 -0.1 -0.4208
C 2.667974 -0.450818 0.581581 0.3 -0.1 0.0 -0.3813
C 5.935485 -0.355615 0.882100 -0.1 0.2 0.1 -1.0157
C -2.943025 -0.859191 -1.010441 -0.2 0.0 0.0 -0.1791
C -5.628144 2.211232 2.851474 -0.1 -0.1 -0.1 -0.2513
C -6.282209 3.449069 6.307082 0.0 0.0 0.0 -1.1812
C -7.588109 2.173019 4.519040 0.0 0.0 0.0 -0.8746
C 4.701225 0.497312 -3.961335 0.0 0.0 0.0 -0.2196
C -6.386305 1.434669 3.927642 0.0 0.0 0.0 -0.5681
C 4.405732 1.593069 -6.865814 0.0 0.0 0.0 -1.1791
C 5.433394 -2.799304 -0.812760 -0.6 0.2 -0.1 -0.7556
C 0.467808 -1.365522 0.488107 0.1 0.0 0.0 0.4463
C -3.196958 -1.110843 1.298988 -0.2 0.1 0.0 -0.4133
C 5.089691 -0.252526 -5.237051 0.0 0.0 0.0 -0.7612
C -5.190715 -0.800029 -0.074466 -0.4 -0.2 0.1 -0.2985
C -1.845235 -1.258659 1.465405 0.5 -0.1 -0.2 -0.5888
C -1.007970 -1.203131 0.345384 -0.2 0.0 0.1 0.6049
C 1.313514 -0.257537 0.468471 -0.4 -0.1 -0.1 -0.6937
C 5.783682 1.418908 -3.400171 0.0 -0.1 0.1 -0.4660
H -5.349415 -3.710076 -1.305341 -0.2 0.0 -0.1 0.3197
H 5.235523 -2.118819 -1.645408 0.1 0.0 0.0 0.1127
H -0.982890 -0.956088 -1.807831 0.0 0.0 0.0 0.5315
H -5.589737 -0.250477 0.776648 0.1 0.1 -0.1 -0.2890
H -8.041702 1.534627 5.281991 0.0 0.0 0.0 0.3824
H -6.861645 4.206730 4.374926 0.0 0.0 0.0 0.2150
H 5.900316 -0.953056 -5.018251 0.0 0.0 0.0 0.3227
H 6.485316 -3.083185 -0.837747 0.0 -0.1 0.0 0.3625
H 5.378878 1.933273 -2.522134 0.0 0.0 0.0 0.3436
H 3.518688 1.035297 -7.173885 0.0 0.0 0.0 0.2902
H 6.966102 -0.607709 0.610584 0.0 0.0 0.0 0.3622
H 4.533677 -3.159570 2.938765 0.0 0.0 0.0 0.3990
H -5.881937 3.060766 0.868637 0.0 0.0 0.0 0.3663
H 6.237781 -2.789346 2.779129 0.0 0.0 -0.1 0.4030
H 6.394659 1.224107 -6.125982 0.0 0.0 0.0 0.2358
H -6.911458 -2.045310 -0.191206 0.0 0.0 0.0 0.3687
H -6.739650 0.485665 3.503102 0.0 0.0 0.0 0.3418
H 5.980758 0.098691 1.872212 -0.1 0.1 0.0 0.3611
H -5.311435 3.053360 6.001180 0.0 0.0 0.0 0.2654
H 2.867972 -3.722670 0.860614 0.0 0.0 0.0 0.5712
H -4.760320 1.612864 2.537185 0.0 0.0 0.0 0.1554
H -5.575458 -2.777715 0.709759 0.0 0.0 0.0 0.3530
H 5.810098 0.010126 -7.232729 0.0 0.0 0.0 0.3890
H -5.215171 3.130654 3.271174 0.0 0.0 0.0 0.4328
H 0.925954 0.747278 0.368743 0.0 0.0 0.0 0.5174
H 6.020445 2.203791 -4.120919 0.0 0.0 0.0 0.3154
H 4.240067 -0.866748 -5.552296 0.0 0.0 0.0 0.4131
H -7.318083 3.189274 1.867911 0.0 0.0 0.1 0.4005
H 7.540113 0.203292 -3.856977 0.0 0.0 0.0 0.3584
H 3.795421 1.082911 -4.142902 0.0 0.0 0.0 0.3744
H 5.532922 -4.125506 1.859758 0.1 0.0 0.0 0.3626
H 7.786769 1.371452 -2.568619 0.0 0.0 0.0 0.3772
H -1.439526 -1.412383 2.455705 -0.1 0.0 0.0 0.5151
H -8.352658 2.305830 3.749200 0.0 0.0 0.0 0.3338
H 4.108656 2.291243 -6.081038 0.0 0.0 0.0 0.2719
H 4.817322 -3.685282 -0.979354 0.1 -0.1 0.0 0.3922
H 0.412386 -3.523786 0.665184 0.0 0.0 0.0 0.5110
H -3.433728 -0.705622 -1.961616 -0.1 0.0 0.1 0.4702
H -5.691856 1.167102 4.728811 0.0 0.0 0.0 0.3646
H 5.598074 0.372381 0.141985 0.1 0.0 0.0 0.2393
H 4.736391 2.186098 -7.717641 0.0 0.0 0.0 0.3855
H -5.384636 -0.265431 -1.000788 0.0 0.2 0.1 0.3493
H -6.108776 4.433796 6.739794 0.0 0.0 0.0 0.3841
H 6.839438 -0.090127 -2.263495 0.1 0.0 0.0 0.0802
H 4.434265 -0.243556 -3.192817 0.0 0.0 0.0 -0.0364
H -3.889958 -1.135820 2.129074 0.0 0.0 0.0 0.6151
H -6.673321 2.803717 7.095739 0.0 0.0 0.0 0.3002
H -6.879394 1.631254 1.179081 -0.1 0.0 0.0 0.2588
H -8.190695 3.983625 5.480871 0.0 0.0 0.0 0.3871
H 3.357740 0.382049 0.565492 0.0 -0.1 0.0 0.5666
```
Forces are in eV/Å.

Computed properties:
Charge: +2
Orbital gap in eV: 7.583
Highest occupied orbital energy in eV: -14.471
LUMO in eV: -6.89



| no. | E (eV) |
| --- | --- |
| 1 | -44642.5185 |
| 2 | -104955.3127 |
| 3 | -41703.2797 |